(1)
C7H12 | the ωB97M-V functional and the def2-TZVPD basis

Last column: Löwdin charge in e.
Cartesian coordinates (Å):
C1 -1.3500 1.3361 0.7034  -0.031
H1 0.1649 1.0029 -1.6674  0.213
H2 -2.2710 0.2558 -2.5901  0.030
H3 -1.1520 2.4065 0.7709  0.054
C2 -1.1429 0.1804 -2.4138  -0.070
C3 -0.5620 0.4459 1.3320  -0.201
H4 -2.1962 1.1654 0.0391  0.042
H5 2.6687 0.2260 2.1203  0.100
C4 1.2232 -1.1580 0.6899  -0.262
H6 -0.5149 -1.6686 1.8812  0.110
C5 -0.2583 -1.0120 1.0362  -0.193
H7 -0.1518 0.7979 2.2825  0.100
H8 -0.8453 -1.4294 0.2332  0.082
H9 1.5817 -2.1934 0.6477  0.116
C6 2.0077 -0.0844 -0.0278  -0.040
H10 -0.7169 0.1907 -3.3974  -0.055
H11 2.4720 0.4968 -0.7983  0.085
H12 -1.0623 -0.8605 -2.1107  -0.033
C7 2.1053 -0.0981 1.2691  -0.047

Cartesian forces (eV/Å) of the 6 atoms listed first:
0.15 -0.10 -0.06
-4.18 -1.85 -1.57
1.50 1.44 1.16
-0.33 -0.11 1.01
1.82 0.11 0.14
-1.22 0.01 0.31

ΔE to the lowest compared entry with this formula, charge and spin   169.5 kcal per mole
Charge   0
Frontier orbital gap   9.32 eV
DFT total energy   -7446.083 eV

***

(2)
C7H12 | the ωB97M-V functional and the def2-TZVPD basis

Last column: Löwdin charge in e.
Cartesian coordinates (Å):
C1 1.3411 0.3151 0.8833  -0.333
H1 2.5878 -1.2669 1.6524  0.082
H2 -2.7504 0.4124 -1.0446  0.078
H3 -0.3921 -0.0637 2.2450  0.119
H4 -1.4432 1.5060 0.7626  0.128
H5 -0.7394 0.6029 -3.2354  -0.019
H6 -1.6543 -0.9804 -1.0283  0.081
C2 -0.1637 1.4295 -1.0003  0.006
H7 -0.9789 0.2566 -3.8530  0.027
H8 3.3409 -0.3427 0.3416  0.080
H9 2.0608 -1.5147 -0.0277  0.085
C3 0.7795 0.9564 -0.3123  -0.042
C4 2.3962 -0.7662 0.6972  -0.064
H10 -2.6906 -0.6633 0.3809  0.083
H11 -0.1741 -1.2398 0.9271  0.117
C5 -0.0977 -0.1810 1.1981  -0.109
C6 -2.0941 -0.1895 -0.4113  -0.098
H12 1.6794 1.0625 1.6104  0.143
C7 -1.0073 0.6669 0.2143  -0.363

Cartesian forces (eV/Å) of the 6 atoms listed first:
0.04 0.02 0.03
-0.03 0.07 -0.14
0.10 -0.08 0.10
0.04 -0.01 -0.15
0.08 -0.10 -0.10
-0.06 -0.04 -0.13

ΔE to the lowest compared entry with this formula, charge and spin   116.5 kcal per mole
Charge   0
Frontier orbital gap   10.31 eV
DFT total energy   -7448.381 eV

***

(3)
C7H12 | the ωB97M-V functional and the def2-TZVPD basis

Last column: Löwdin charge in e.
Cartesian coordinates (Å):
H1 2.1996 -2.8992 -0.5588  0.052
H2 -0.0153 -0.9613 -0.6589  0.101
H3 2.3345 -0.6404 -1.5354  0.105
H4 -2.7625 -0.1672 1.0485  -0.005
H5 2.7993 0.0479 0.0651  0.105
C1 0.4656 1.1866 -0.7330  -0.222
H6 -1.9398 -1.1646 1.2611  0.158
C2 2.3562 -2.0249 0.0654  -0.018
H7 2.5742 -2.1929 1.1154  0.053
C3 0.6496 -0.2445 -0.1756  -0.195
C4 -3.1987 0.9079 0.6699  -0.140
H8 1.1760 1.8665 -0.2476  0.116
H9 -4.0484 0.7157 0.0084  0.078
H10 0.4711 -0.2947 0.8990  0.095
C5 2.2009 -0.7113 -0.4508  -0.287
H11 0.6699 1.1980 -1.8097  0.115
C6 -2.0413 1.4241 0.0177  -0.129
C7 -0.9111 1.5141 -0.4191  -0.058
H12 -3.5143 1.4679 1.5548  0.077

Cartesian forces (eV/Å) of the 6 atoms listed first:
-0.01 0.12 0.13
-0.01 0.16 -0.06
0.17 0.00 0.16
-0.93 1.20 -0.29
0.13 -0.16 -0.18
0.10 -0.46 0.18

ΔE to the lowest compared entry with this formula, charge and spin   159.7 kcal per mole
Charge   0
Frontier orbital gap (alpha / beta)   6.66 / 9.25 eV
DFT total energy   -7446.508 eV

***

Which value of DFT total energy does entry 1 give? -7446.083 eV

***

charge of number 3 (C7H12)? 0

***

Which formula does entry 1 have? C7H12

***

Which value of ΔE to the lowest compared entry with this formula, charge and spin does entry 3 give? 159.7 kcal per mole